{"formula": "C5H9NO2", "method": "ωB97M-V with the def2-TZVPD basis set", "symbols": ["O", "O", "N", "C", "C", "C", "C", "C", "H", "H", "H", "H", "H", "H", "H", "H", "H"], "xyz": [[0.47450, -0.98525, -1.20516], [-1.95664, -1.44036, 0.29681], [-0.14096, 1.52007, 1.40478], [1.25314, 1.22257, -1.15833], [0.35878, 0.18704, -0.55278], [-0.50503, 0.45565, 0.53067], [-1.63366, -0.30130, 0.82965], [0.42879, -2.10873, -0.40300], [-0.81771, 1.69190, 2.13653], [2.23104, 1.23174, -0.66840], [-2.21778, -0.03034, 1.71263], [0.82055, 2.21783, -1.09136], [1.41507, 0.99035, -2.21159], [0.90748, -1.99491, 0.57205], [0.02036, 2.39251, 0.91945], [0.33389, -3.05846, -0.91213], [-0.97183, -1.99031, -0.19983]], "mulliken_charge": [-0.39, -0.59, -0.56, -1.28, 0.77, 0.40, -0.30, -0.91, 0.23, 0.26, 0.27, 0.40, 0.37, 0.35, 0.21, 0.40, 0.36], "energy_ev": -10912.283, "de_lowest_kj_mol": 414.2, "homo_energy_ev": [-7.447, -7.448], "gap_ev": [7.4, 7.4]}

---

{"formula": "C32H40Cl2N4O4PtSi", "method": "ωB97M-V with the def2-TZVPD basis set", "symbols": ["Pt", "Cl", "Cl", "Si", "O", "O", "O", "O", "N", "N", "N", "N", "C", "C", "C", "C", "C", "C", "C", "C", "C", "C", "C", "C", "C", "C", "C", "C", "C", "C", "C", "C", "C", "C", "C", "C", "C", "C", "C", "C", "C", "C", "C", "C", "H", "H", "H", "H", "H", "H", "H", "H", "H", "H", "H", "H", "H", "H", "H", "H", "H", "H", "H", "H", "H", "H", "H", "H", "H", "H", "H", "H", "H", "H", "H", "H", "H", "H", "H", "H", "H", "H", "H", "H"], "xyz": [[-0.64134, 0.01023, -0.61742], [-3.51826, -3.05177, 2.17415], [-5.98191, -2.19734, 0.91208], [1.52762, -0.14878, 0.60897], [-1.91999, 3.74341, 0.89861], [-2.07296, 0.43901, -4.81118], [-2.33733, -1.44314, 0.10227], [-4.26462, -0.67249, -0.75012], [-2.00395, 1.75956, -0.25100], [-1.42570, 0.39751, 1.91718], [0.57382, -0.96139, -2.96111], [-1.77316, 0.37868, -2.53846], [-3.55836, -1.23190, 0.06125], [-1.89938, 0.01519, 4.21838], [0.11453, -1.13689, -5.29983], [2.86385, 2.61315, 0.06157], [1.72192, -0.44530, 3.71031], [1.63745, -2.91038, 1.86141], [0.53729, -2.81261, -0.29723], [1.72167, -1.58905, -3.18249], [-1.86458, 2.52817, 0.86842], [-2.95085, 0.99080, -2.28029], [-2.11750, 1.36982, 4.42150], [3.69255, 0.36802, 2.55167], [1.60910, 1.80826, 2.81445], [1.29151, -1.82432, -5.51321], [2.12651, -2.03936, -4.42642], [-4.23273, 2.49495, -0.81895], [-1.45845, 0.06188, -3.82044], [-5.31185, 2.36971, -1.64909], [-4.34497, -1.73957, 1.36209], [1.77130, 1.63469, -1.85942], [-5.24858, 1.53742, -2.77578], [-4.09497, 0.87428, -3.09040], [3.07219, -2.70950, -0.13671], [2.58378, 1.26435, -0.60760], [-2.04224, 2.22157, 3.33361], [-1.53479, -0.41785, 2.94913], [3.91811, 0.67563, -1.05767], [-0.20876, -0.72731, -4.00573], [-1.71521, 1.68527, 2.09095], [1.73536, -2.25769, 0.48511], [2.15614, 0.39945, 2.50048], [-3.03574, 1.79281, -1.08619], [-6.12678, 1.37878, -3.38066], [2.26921, -1.37595, 3.79493], [2.91335, -3.25607, -1.06493], [-4.41897, -0.90002, 2.05989], [0.70238, 1.76045, -1.62856], [1.87572, 0.89426, -2.64335], [2.36879, 2.41698, 3.30121], [3.07701, -2.53528, -4.54439], [-0.57011, -0.89439, -6.09677], [1.56312, -2.16967, -6.49950], [3.78049, -0.23949, -1.62376], [-4.29273, 3.09088, 0.07787], [2.52820, -2.73051, 2.45400], [-2.24624, 3.27847, 3.40926], [1.54412, -3.98935, 1.72705], [4.05485, -0.64138, 2.36951], [3.53534, 3.17717, -0.59015], [4.42193, 1.38772, -1.71285], [3.34186, 2.54509, 1.02876], [0.67852, -3.87546, -0.49550], [-2.34936, 1.75662, 5.40275], [4.57387, 0.47402, -0.21523], [-1.99605, -0.69019, 5.02818], [-4.06643, 0.19715, -3.92642], [1.93798, 0.12789, 4.61495], [0.37254, -2.32338, -1.25321], [4.16372, 1.02495, 1.83246], [-6.23761, 2.87380, -1.41552], [0.76725, 1.73034, 3.49831], [1.94742, 3.19022, 0.15883], [2.13093, 2.58454, -2.25943], [-1.35700, -1.46304, 2.74777], [3.75054, -1.88516, -0.32983], [0.65886, -0.65894, 3.69953], [-0.37144, -2.71285, 0.29536], [1.25170, 2.34324, 1.94499], [3.58958, -3.38919, 0.54075], [4.02111, 0.67117, 3.54610], [0.76236, -2.56839, 2.40195], [2.35345, -1.72222, -2.32118]], "mulliken_charge": [2.43, -0.18, -0.19, -0.99, -0.63, -0.70, -0.65, -0.57, 0.05, 1.65, 0.41, 0.01, 0.00, -0.96, -0.83, -2.17, -1.96, -2.35, -2.34, 0.06, -0.96, 0.25, -0.81, -1.92, -1.82, -0.55, -1.22, -1.21, 0.12, -0.69, 0.48, -2.12, -0.80, -0.66, -2.08, 2.80, -0.92, -1.35, -1.91, 0.12, 1.09, 3.43, 2.72, 1.13, 0.42, 0.47, 0.53, 0.08, 0.24, 0.42, 0.43, 0.51, 0.53, 0.43, 0.30, 0.49, 0.39, 0.58, 0.64, 0.30, 0.61, 0.54, 0.42, 0.70, 0.43, 0.29, 0.55, 0.49, 0.61, 0.23, 0.37, 0.41, 0.32, 0.37, 0.58, 0.67, 0.33, 0.07, 0.23, 0.17, 0.48, 0.55, 0.27, 0.32], "energy_ev": -84148.793, "homo_energy_ev": [-7.817, -7.830], "gap_ev": [5.2, 5.2]}

---

{"formula": "C4H10NOP", "method": "ωB97M-V with the def2-TZVPD basis set", "symbols": ["P", "O", "N", "C", "C", "C", "C", "H", "H", "H", "H", "H", "H", "H", "H", "H", "H"], "xyz": [[-2.42957, 1.01811, 0.62237], [-2.82547, 2.41318, 0.48303], [-0.90282, 0.91814, -0.02534], [-0.22655, -1.28028, 0.92873], [0.31366, -0.69024, -1.52355], [0.11336, -0.13757, -0.09988], [1.38823, 0.52694, 0.39216], [-0.39483, -1.56136, -1.78471], [0.38566, 0.09827, -2.30743], [-0.58291, -0.62055, 1.81730], [-1.10369, -1.78284, 0.57088], [2.29609, 0.31912, -0.09220], [1.28789, 0.45066, 1.44466], [1.34553, -1.15091, -1.54186], [1.39601, 1.65308, 0.06818], [-0.61074, 1.78385, -0.44187], [0.55016, -1.95760, 1.48953]], "mulliken_charge": [0.13, -0.53, -0.12, -1.47, -1.40, 1.44, -1.47, 0.27, 0.34, 0.40, 0.40, 0.39, 0.35, 0.35, 0.33, 0.31, 0.27], "energy_ev": -17136.359, "de_lowest_kj_mol": 58.8, "homo_energy_ev": -9.693, "smiles": "CC(C)(C)NP=O", "gap_ev": 10.3}